Arrangement P

The following is a DFT calculation (ωB97M-V/def2-TZVPD) of a cluster of 2 separate species, CH4NO2S in total.

Charge = -1
Gap between HOMO and LUMO (spin up / spin down) = 0.3108 / 0.1915 Ha
HOMO level (spin up / spin down) = -4.42 / -2.50 eV

Each line ends with the natural charge from an NBO analysis.
Positions of all 9 atoms, in Å:
1 C 2.08 0.74 0.00  -0.5344
2 N -1.57 -1.81 0.06  -1.2093
3 O -1.55 0.36 -1.36  -0.9872
4 O -1.90 0.40 1.22  -0.9686
5 S -1.39 -0.27 0.00  1.8948
6 H 2.31 0.86 1.03  0.1367
7 H 1.04 0.28 0.02  0.1631
8 H 1.93 1.80 -0.46  0.1479
9 H -0.94 -2.37 -0.49  0.3570

***

Arrangement Q

The following is a DFT calculation (ωB97M-V/def2-TZVPD) of a cluster of 2 separate species, CH4NO2S in total.

Charge = -1
Gap between HOMO and LUMO (spin up / spin down) = 0.2310 / 0.2312 Ha
HOMO level (spin up / spin down) = -2.41 / -2.42 eV

Each line ends with the natural charge from an NBO analysis.
Positions of all 9 atoms, in Å:
1 C -1.58 0.18 0.07  -0.4177
2 N -0.23 -0.33 0.37  -1.0462
3 O 2.94 -1.13 -0.49  -0.9287
4 O 2.70 1.31 -0.33  -0.9276
5 S 2.44 -0.01 0.30  1.6406
6 H -1.55 1.25 0.35  0.1615
7 H -2.13 0.15 -0.92  0.1260
8 H -0.10 -1.28 -0.11  0.2882
9 H -2.48 -0.14 0.76  0.1039

***

Stability ranking, top and bottom: arrangement Q is the most stable and arrangement P is the least stable.

***

Arrangement P

The following is a DFT calculation (ωB97M-V/def2-TZVPD) of a structure of composition C37H42N4P2Pt.

Multiplicity = 3
Charge = 0
Gap between HOMO and LUMO (spin up / spin down) = 0.1680 / 0.0672 Ha
HOMO level (spin up / spin down) = -5.37 / -6.77 eV

Each line ends with the Löwdin spin population.
Positions of all 86 atoms, in Å:
1 Pt -0.17 -1.57 1.18  0.4011
2 C -0.21 3.10 3.36  0.0001
3 C -1.05 2.61 2.45  0.0005
4 C -0.81 2.46 0.96  0.0013
5 C 0.51 1.87 0.32  0.0088
6 C 1.86 2.00 0.96  0.0007
7 C 2.20 3.06 1.69  0.0002
8 C 1.33 4.29 1.79  0.0001
9 C 0.75 4.22 3.22  0.0001
10 C 1.50 -2.71 1.49  0.0757
11 H -0.30 2.72 4.38  0.0000
12 H -1.94 2.07 2.82  0.0001
13 H -1.10 3.39 0.43  0.0004
14 H -1.58 1.70 0.70  0.0007
15 H 0.33 0.77 0.26  0.0126
16 H 0.58 2.34 -0.68  0.0000
17 H 2.57 1.18 0.76  0.0001
18 H 3.21 3.20 2.09  0.0000
19 H 0.57 4.29 0.99  0.0000
20 H 1.92 5.22 1.68  0.0000
21 H 1.60 3.97 3.89  0.0000
22 H 0.35 5.21 3.50  0.0000
23 H 1.99 -2.41 2.44  0.0035
24 H 2.24 -2.67 0.68  0.0256
25 H 1.09 -3.74 1.66  0.0042
26 P 1.68 -1.43 -1.28  0.1369
27 P -2.17 -0.50 -1.29  0.0202
28 N 3.04 -0.30 -1.96  0.0326
29 N 2.19 -2.68 -2.54  0.0272
30 N -2.05 0.95 -2.31  0.0026
31 N -3.60 -1.02 -2.47  0.0246
32 C 0.44 -0.65 -2.33  0.0085
33 C -0.90 -1.39 -2.24  0.0208
34 C 4.25 -0.17 -1.29  0.0035
35 C 5.11 0.66 -2.01  -0.0001
36 C 4.42 1.04 -3.20  0.0008
37 C 3.17 0.42 -3.15  0.0041
38 C 2.59 -3.97 -2.22  0.0039
39 C 3.14 -4.58 -3.35  -0.0002
40 C 3.13 -3.61 -4.39  0.0029
41 C 2.51 -2.48 -3.88  0.0024
42 C -2.56 2.16 -1.82  0.0273
43 C -2.53 3.11 -2.82  0.0128
44 C -2.01 2.49 -4.00  0.0156
45 C -1.76 1.15 -3.68  0.0249
46 C -4.28 -0.35 -3.48  0.3083
47 C -5.13 -1.24 -4.14  0.1225
48 C -4.99 -2.51 -3.49  0.1332
49 C -4.03 -2.35 -2.49  0.3136
50 H 0.75 -0.65 -3.38  0.0002
51 H 0.40 0.40 -2.02  0.0010
52 H -1.31 -1.59 -3.23  0.0029
53 H -0.76 -2.35 -1.73  0.0062
54 H 4.39 -0.70 -0.37  0.0021
55 H 6.10 0.95 -1.70  0.0000
56 H 4.81 1.68 -3.99  0.0004
57 H 2.39 0.45 -3.90  0.0000
58 H 2.40 -4.34 -1.23  0.0010
59 H 3.50 -5.59 -3.41  0.0000
60 H 3.53 -3.71 -5.39  0.0005
61 H 2.27 -1.57 -4.42  0.0001
62 H -2.94 2.19 -0.80  0.0004
63 H -2.85 4.14 -2.66  0.0002
64 H -1.83 2.98 -4.95  0.0003
65 H -1.51 0.29 -4.29  -0.0004
66 H -4.12 0.69 -3.70  0.0049
67 H -5.76 -0.97 -4.97  0.0020
68 H -5.54 -3.40 -3.72  0.0023
69 H -3.62 -3.08 -1.81  0.0122
70 C 0.52 0.60 6.09  0.0009
71 C 1.10 0.38 4.83  -0.0018
72 C 0.53 -0.50 3.93  0.0022
73 C -0.71 -1.09 4.19  0.0161
74 C -1.35 -1.75 3.11  0.1339
75 C -2.55 -2.39 3.46  0.0178
76 C -3.15 -2.26 4.78  0.0063
77 C -2.51 -1.57 5.80  -0.0038
78 C -1.28 -0.94 5.52  0.0043
79 C -0.63 -0.10 6.44  -0.0007
80 H 0.94 1.31 6.81  0.0001
81 H 2.00 0.93 4.56  0.0000
82 H 1.00 -0.73 2.95  0.0004
83 H -3.09 -3.03 2.75  0.0018
84 H -4.15 -2.65 5.03  0.0012
85 H -2.92 -1.41 6.81  0.0000
86 H -1.10 0.05 7.41  0.0002

***

Arrangement Q

The following is a DFT calculation (ωB97M-V/def2-TZVPD) of a structure of composition C37H42N4P2Pt.

Multiplicity = 3
Charge = 0
Gap between HOMO and LUMO (spin up / spin down) = 0.2317 / 0.2162 Ha
HOMO level (spin up / spin down) = -6.60 / -8.03 eV

Each line ends with the Löwdin spin population.
Positions of all 86 atoms, in Å:
1 Pt -1.73 2.54 -1.28  1.2360
2 C -0.04 2.23 3.42  0.0012
3 C 0.52 2.13 2.21  0.0017
4 C 1.12 0.95 1.52  -0.0001
5 C 0.23 -0.13 0.93  0.0041
6 C -1.18 -0.49 1.22  0.0022
7 C -1.74 -0.39 2.44  0.0000
8 C -0.91 -0.25 3.67  0.0000
9 C -0.69 1.15 4.22  0.0004
10 C -3.43 1.59 -0.78  0.1314
11 H 0.06 3.18 3.97  0.0000
12 H 0.36 2.98 1.51  0.0021
13 H 1.85 0.46 2.19  0.0000
14 H 1.75 1.37 0.69  0.0000
15 H 0.29 0.00 -0.16  0.0068
16 H 0.77 -1.05 1.19  0.0003
17 H -1.83 -0.65 0.34  0.0016
18 H -2.78 -0.67 2.55  0.0001
19 H 0.03 -0.81 3.63  0.0000
20 H -1.53 -0.79 4.41  0.0000
21 H -1.69 1.51 4.47  0.0002
22 H -0.14 1.04 5.18  0.0000
23 H -3.75 2.27 0.01  0.0041
24 H -3.33 0.54 -0.49  0.0222
25 H -4.08 1.73 -1.69  0.0293
26 P -0.90 -2.11 -1.52  0.0086
27 P 2.54 -0.18 -1.44  0.0018
28 N -1.35 -3.61 -0.51  0.0012
29 N -1.14 -2.99 -3.00  0.0004
30 N 3.49 -1.21 -0.39  0.0003
31 N 3.87 0.15 -2.55  0.0001
32 C 0.91 -2.48 -1.44  0.0002
33 C 1.86 -1.65 -2.31  0.0002
34 C -2.58 -3.91 0.07  0.0000
35 C -2.54 -5.20 0.61  0.0000
36 C -1.24 -5.73 0.34  0.0001
37 C -0.54 -4.75 -0.36  0.0002
38 C -2.05 -2.55 -3.95  0.0005
39 C -2.23 -3.55 -4.88  0.0000
40 C -1.37 -4.64 -4.54  0.0001
41 C -0.73 -4.30 -3.35  0.0000
42 C 4.00 -0.72 0.84  0.0000
43 C 4.77 -1.75 1.41  0.0000
44 C 4.86 -2.78 0.43  0.0000
45 C 3.97 -2.52 -0.58  0.0001
46 C 5.18 -0.34 -2.62  0.0000
47 C 5.73 0.02 -3.84  0.0000
48 C 4.74 0.80 -4.54  0.0000
49 C 3.61 0.86 -3.74  0.0001
50 H 1.14 -3.53 -1.69  0.0000
51 H 1.14 -2.38 -0.35  0.0000
52 H 2.70 -2.32 -2.60  0.0000
53 H 1.44 -1.29 -3.27  0.0002
54 H -3.35 -3.16 0.10  0.0000
55 H -3.33 -5.71 1.12  0.0000
56 H -0.83 -6.69 0.60  0.0000
57 H 0.47 -4.83 -0.72  0.0000
58 H -2.38 -1.54 -3.87  0.0008
59 H -2.93 -3.51 -5.69  0.0000
60 H -1.20 -5.56 -5.10  0.0000
61 H 0.01 -4.87 -2.78  0.0000
62 H 3.78 0.30 1.15  0.0000
63 H 5.12 -1.78 2.43  0.0000
64 H 5.52 -3.64 0.42  0.0000
65 H 3.62 -3.21 -1.33  0.0000
66 H 5.60 -0.91 -1.80  0.0000
67 H 6.72 -0.24 -4.18  0.0000
68 H 4.86 1.25 -5.52  0.0000
69 H 2.65 1.34 -3.89  0.0003
70 C -3.51 5.15 4.14  0.0023
71 C -3.56 3.80 3.79  0.0117
72 C -3.04 3.32 2.59  0.0054
73 C -2.45 4.18 1.63  0.0467
74 C -1.83 3.89 0.32  0.2738
75 C -1.19 4.88 -0.37  0.1053
76 C -1.30 6.25 -0.01  0.0010
77 C -1.95 6.59 1.15  0.0539
78 C -2.44 5.59 2.01  0.0129
79 C -2.93 6.03 3.26  0.0147
80 H -3.89 5.52 5.09  -0.0002
81 H -4.04 3.12 4.49  0.0005
82 H -3.10 2.25 2.40  0.0001
83 H -0.62 4.63 -1.28  0.0096
84 H -0.93 7.03 -0.66  -0.0006
85 H -2.10 7.64 1.45  0.0028
86 H -2.87 7.10 3.45  0.0009

***

Stability ranking, top and bottom: arrangement Q is the most stable and arrangement P is the least stable.

***

Arrangement P

The following is a DFT calculation (ωB97M-V/def2-TZVPD) of the molecule C5H5NOS.

Charge = 0
Gap between HOMO and LUMO = 0.3062 Ha
Structure (SMILES) = C=C1C=C/C(=N/O)S1
HOMO level = -8.31 eV

Each line ends with the natural charge from an NBO analysis.
Positions of all 13 atoms, in Å:
1 C 1.38 -1.27 -2.24  -0.3752
2 C 0.61 -0.78 -1.29  -0.2078
3 C -0.70 -1.30 -1.09  -0.1835
4 C -1.47 -0.73 -0.13  -0.2342
5 C -0.73 0.30 0.62  0.0386
6 N -1.08 0.81 1.75  -0.1524
7 O -0.11 1.60 2.34  -0.5462
8 S 0.90 0.53 -0.12  0.2832
9 H 1.03 -2.03 -3.01  0.2075
10 H 2.40 -0.99 -2.48  0.2118
11 H -0.82 -2.25 -1.75  0.2324
12 H -2.51 -1.07 0.09  0.2471
13 H -0.64 2.06 2.95  0.4786

***

Arrangement Q

The following is a DFT calculation (ωB97M-V/def2-TZVPD) of the molecule C5H5NOS.

Charge = 0
Gap between HOMO and LUMO = 0.3292 Ha
Structure (SMILES) = C=C1C=CC(=O)N1S
HOMO level = -9.20 eV

Each line ends with the natural charge from an NBO analysis.
Positions of all 13 atoms, in Å:
1 C -0.95 0.45 -1.64  -0.3952
2 C -0.08 0.13 -0.70  0.1219
3 C 1.32 0.02 -0.66  -0.1799
4 C 1.74 -0.34 0.54  -0.2518
5 C 0.61 -0.37 1.48  0.6348
6 O 0.69 -0.76 2.62  -0.5463
7 N -0.52 -0.19 0.64  -0.6100
8 S -2.08 -0.58 1.06  0.2591
9 H -1.97 0.27 -1.28  0.2127
10 H -0.76 0.85 -2.61  0.2220
11 H 1.91 0.26 -1.41  0.2145
12 H 2.74 -0.33 0.94  0.2317
13 H -2.63 0.59 1.04  0.0864

***

Arrangement R

The following is a DFT calculation (ωB97M-V/def2-TZVPD) of the molecule C5H5NOS.

Charge = 0
Gap between HOMO and LUMO = 0.3315 Ha
Structure (SMILES) = NC(=S)c1ccoc1
HOMO level = -8.51 eV

Each line ends with the natural charge from an NBO analysis.
Positions of all 13 atoms, in Å:
1 N -1.88 -1.59 -0.10  -0.8021
2 C -1.73 -0.26 0.14  0.0864
3 S -2.58 1.08 0.21  -0.0154
4 C 0.08 0.16 -0.09  -0.1424
5 C 0.56 1.42 0.33  -0.3330
6 C 1.93 1.35 0.20  0.0723
7 O 2.29 0.08 -0.32  -0.4110
8 C 1.15 -0.60 -0.50  0.0580
9 H -1.11 -2.23 0.10  0.4043
10 H -2.78 -2.12 -0.26  0.4098
11 H -0.05 2.24 0.74  0.2572
12 H 2.79 2.03 0.42  0.2165
13 H 1.33 -1.56 -0.87  0.1995

***

Stability ranking, top and bottom: arrangement Q is the most stable and arrangement P is the least stable.

***

Arrangement P

The following is a DFT calculation (ωB97M-V/def2-TZVPD) of the ion C5H13N2 with charge +2.

Multiplicity = 2
Charge = +2
Gap between HOMO and LUMO (spin up / spin down) = 0.3895 / 0.2538 Ha
HOMO level (spin up / spin down) = -18.96 / -18.95 eV

Each line ends with the natural charge from an NBO analysis.
Positions of all 20 atoms, in Å:
1 C -1.62 1.92 -0.72  -0.6352
2 C -0.17 2.06 -0.30  -0.4031
3 C 0.28 0.98 0.67  -0.4807
4 C 0.51 -0.38 0.11  0.3501
5 C 0.22 -1.51 0.96  0.1328
6 N 0.56 -2.92 0.70  -0.7230
7 N 0.90 -0.54 -1.12  -0.5887
8 H -2.19 2.84 -0.80  0.2724
9 H -2.21 1.25 -0.07  0.2108
10 H -1.73 1.39 -1.67  0.2186
11 H 0.48 2.07 -1.18  0.2007
12 H 0.07 3.02 0.17  0.2717
13 H -0.30 0.86 1.59  0.2696
14 H 1.26 1.24 1.13  0.3057
15 H 0.01 -1.31 2.00  0.2596
16 H -0.23 -3.51 0.98  0.4939
17 H 0.72 -3.15 -0.29  0.4582
18 H 1.42 -3.19 1.20  0.4902
19 H 0.90 -1.40 -1.68  0.4345
20 H 1.11 0.28 -1.68  0.4617

***

Arrangement Q

The following is a DFT calculation (ωB97M-V/def2-TZVPD) of a cluster of 2 separate species, C5H13N2 in total.

Multiplicity = 2
Charge = +2
Gap between HOMO and LUMO (spin up / spin down) = 0.2197 / 0.2164 Ha
HOMO level (spin up / spin down) = -18.84 / -18.84 eV

Each line ends with the natural charge from an NBO analysis.
Positions of all 20 atoms, in Å:
1 N -0.11 -0.27 -1.25  -0.7172
2 C -0.31 -0.14 0.16  -0.0703
3 C -1.53 0.72 0.54  -0.5383
4 C -2.86 0.20 0.20  0.1481
5 C -3.11 -1.00 -0.48  -0.0184
6 C 1.02 0.33 0.91  -0.4002
7 N 2.08 -0.06 0.19  -0.0263
8 H -0.13 0.61 -1.77  0.3989
9 H -0.58 -1.13 0.57  0.2428
10 H 0.85 -0.56 -1.43  0.4135
11 H 6.41 -0.60 -0.79  -0.0137
12 H -1.48 0.84 1.63  0.3058
13 H -1.48 1.75 0.17  0.3023
14 H -3.66 0.85 0.55  0.2719
15 H -2.39 -1.58 -1.04  0.2537
16 H -4.08 -1.48 -0.34  0.2610
17 H 1.04 -0.06 1.96  0.3559
18 H 0.79 1.41 1.03  0.4012
19 H 6.49 -0.09 -1.32  0.0146
20 H 3.03 0.25 0.50  0.4147

***

Stability ranking, top and bottom: arrangement P is the most stable and arrangement Q is the least stable.